No. 1
The following is a DFT calculation (ωB97M-V/def2-TZVPD) of a 5-piece molecular cluster, C28H47BrIO16Si overall at a distorted geometry.

Geometry as XYZ:
```
94
Properties=species:S:1:pos:R:3:forces:R:3:mulliken_charge:R:1
C 6.0084 4.4647 -0.6501 -0.47 -0.49 -0.58 -0.9240
C 4.7547 3.4559 -0.5076 0.75 0.87 1.67 0.2923
O 4.8848 2.2322 -1.2689 -1.48 1.56 -0.19 -0.3779
C 4.0516 2.2364 -2.4614 0.60 -1.20 -0.95 0.9926
C 3.6007 0.7114 -2.7193 0.67 0.15 -0.05 -0.7030
O 2.4273 0.3024 -1.9821 0.29 0.58 -1.21 -0.3376
C 1.2082 0.8005 -2.6024 -0.05 1.09 -0.82 -0.3534
Si 0.0342 1.6357 -1.2875 -0.16 -0.89 0.32 -0.3380
C 1.1492 2.2814 0.1265 1.19 0.24 0.59 0.3898
C 1.2816 1.2960 1.3878 1.51 -0.22 -0.25 -0.1020
C 2.8276 1.0793 1.8464 -0.88 -0.38 0.01 -0.9669
Br 0.3513 2.1711 2.9415 0.28 -0.71 -0.85 -0.1443
C -0.9622 2.9753 -2.2283 -0.57 1.02 -0.03 -0.8778
C -0.8574 4.4618 -1.6410 -3.07 0.01 -0.89 -0.1701
C -1.8479 5.3823 -2.5607 0.48 -0.45 -0.54 -1.0568
I 1.1160 5.3757 -1.8027 -0.58 -0.46 0.17 0.0207
C -1.2248 0.3605 -0.5676 -3.41 -0.78 3.57 0.4955
O -1.3205 -0.8381 -1.0007 0.58 2.48 0.34 -0.6269
O -1.9996 0.8418 0.4933 3.35 -1.28 -4.45 -0.7596
H 6.1662 4.7265 -1.7597 -0.08 -0.44 1.73 0.2058
H 5.7914 5.4404 -0.0857 0.31 -1.50 -0.67 0.3180
H 6.9394 3.9479 -0.2235 -1.28 0.90 -0.70 0.2610
H 4.7223 3.1443 0.6041 -0.03 0.40 -1.71 0.0173
H 3.7912 4.0379 -0.6987 1.15 -1.00 -0.07 -0.0721
H 4.7429 2.5758 -3.3365 -1.50 -0.44 1.27 -0.2567
H 3.1159 2.8857 -2.3790 1.38 -0.65 0.03 -0.1925
H 4.4627 0.0409 -2.3777 -1.18 0.92 -0.39 0.3222
H 3.4400 0.5357 -3.8390 0.14 0.29 1.32 0.2979
H 1.4973 1.6533 -3.3312 -0.45 -1.17 0.89 0.3056
H 0.6477 0.0246 -3.2296 0.93 0.68 0.93 0.3003
H 0.8474 3.3184 0.4973 0.41 -1.45 -0.50 0.6045
H 2.2154 2.3783 -0.3167 -1.64 -0.08 0.71 -0.7780
H 0.8622 0.2499 1.2281 0.04 1.64 0.25 0.3603
H 3.3709 0.4641 1.0350 -0.78 1.16 1.12 0.2506
H 3.3299 2.0837 2.0403 -0.62 -1.39 -0.32 0.1876
H 2.8278 0.4595 2.8176 0.05 1.01 -1.45 0.4078
H -2.0808 2.6817 -2.1659 1.69 0.50 0.02 0.3838
H -0.7055 3.0120 -3.3403 -0.18 -0.03 1.38 0.4443
H -1.3182 4.5175 -0.5845 1.52 -0.16 -1.40 0.3759
H -2.9517 5.2429 -2.2790 1.66 0.21 -0.11 0.3176
H -1.7547 4.9678 -3.6369 -0.06 0.94 1.59 0.2893
H -1.5444 6.4880 -2.5452 -0.64 -1.63 0.03 0.3364
C -2.9783 -3.1491 -0.3767 0.47 -0.32 0.20 -1.4882
C -3.4065 -4.5760 -0.1009 0.18 1.26 -0.71 0.5955
C -4.8905 -4.7373 0.0599 -0.35 0.09 -0.39 -0.4923
O -4.9857 -5.8598 0.9319 0.19 -0.23 0.39 -0.2096
C -3.8384 -5.8889 1.6626 0.71 -0.17 0.63 0.5894
O -3.6636 -6.5848 2.6228 -0.29 0.33 -0.62 -0.5518
O -2.9134 -5.0238 1.1617 -0.75 -0.88 0.45 -0.3425
H -3.5274 -2.7237 -1.2195 0.07 -0.04 0.05 0.3388
H -3.1238 -2.5155 0.5012 -0.09 -0.02 -0.13 0.3290
H -1.9131 -3.1153 -0.6116 -0.20 0.18 -0.04 0.3386
H -3.0167 -5.2444 -0.8774 -0.09 -0.10 0.09 0.2269
H -5.3900 -4.9401 -0.8877 -0.03 -0.15 0.13 0.3275
H -5.3733 -3.8814 0.5395 0.18 0.07 -0.02 0.3217
C 5.6590 1.3055 -7.0785 -0.48 -0.01 0.19 -1.3971
C 6.2118 2.6865 -6.7934 -0.41 -0.92 -0.54 0.4338
C 7.7096 2.7641 -6.8810 0.38 0.00 -0.43 -0.5027
O 8.0166 3.8131 -5.9715 -0.24 0.06 0.30 -0.3432
C 7.0126 3.8449 -5.0541 -0.19 0.51 1.01 0.5333
O 7.0392 4.4725 -4.0381 0.07 -0.37 -0.77 -0.4948
O 5.9652 3.0635 -5.4422 0.59 0.46 0.05 -0.2427
H 6.0321 0.9151 -8.0283 0.02 0.10 0.04 0.3805
H 5.9132 0.6058 -6.2785 0.17 0.11 -0.07 0.3427
H 4.5677 1.3416 -7.1278 0.11 -0.03 -0.05 0.3471
H 5.7371 3.4260 -7.4478 0.10 0.03 0.05 0.2211
H 8.0538 3.0097 -7.8858 0.07 0.14 0.13 0.3191
H 8.2140 1.8532 -6.5457 -0.16 -0.07 0.01 0.3148
C -1.2603 2.8558 8.9608 -0.28 0.42 -0.03 -1.4452
C -0.7759 2.5613 7.5561 -0.54 -0.07 0.89 0.5205
C 0.3987 1.6253 7.5084 0.07 -0.57 -0.03 -0.5059
O 1.0624 2.0245 6.3172 -0.04 0.47 0.05 -0.2545
C 0.7520 3.3320 6.1108 0.65 0.86 -1.03 0.5268
O 1.2883 4.0412 5.3085 -0.47 -0.57 1.02 -0.4983
O -0.2553 3.7358 6.9419 0.40 -0.25 -0.38 -0.3543
H -1.4505 1.9354 9.5179 0.03 0.01 -0.11 0.3665
H -0.5359 3.4637 9.5087 0.10 -0.18 -0.09 0.3547
H -2.1884 3.4321 8.9239 0.05 -0.11 0.03 0.3462
H -1.6031 2.1905 6.9410 0.13 -0.04 -0.03 0.2845
H 0.0934 0.5804 7.4491 0.12 0.05 -0.17 0.3121
H 1.0879 1.7469 8.3495 -0.12 0.10 0.09 0.3083
C -6.7299 -8.5225 1.4294 0.26 -0.35 0.24 -1.4212
C -8.0619 -9.1830 1.7184 0.98 0.45 -0.61 0.5329
C -9.2288 -8.2404 1.6430 -0.24 0.27 -0.44 -0.4447
O -10.1537 -8.8224 2.5544 0.10 -0.25 0.38 -0.3287
C -9.4241 -9.5222 3.4642 -0.08 -0.47 0.87 0.5977
O -9.8627 -9.9785 4.4799 0.24 0.33 -0.73 -0.5412
O -8.1236 -9.6370 3.0683 -0.89 -0.01 0.23 -0.3486
H -6.7519 -7.9773 0.4833 -0.06 -0.04 0.08 0.3489
H -6.4461 -7.8368 2.2308 -0.15 0.04 -0.13 0.3581
H -5.9421 -9.2779 1.3711 -0.05 0.10 -0.05 0.3761
H -8.2065 -10.0466 1.0595 -0.13 0.03 0.06 0.2537
H -9.6545 -8.1875 0.6408 -0.14 -0.06 0.14 0.3325
H -8.9943 -7.2278 1.9829 0.17 -0.07 0.00 0.2888
```
Forces are in eV/Å.

Values from the calculation:
frontier orbital gap: 6.38 eV
HOMO level: -4.5 eV
maximum force: 0.111 hartree/bohr
total energy: -5460.1829 Eh
total charge: -1

***

No. 2
The following is a DFT calculation (ωB97M-V/def2-TZVPD) of C28H47Cl3MgN2O3PSi as an isolated structure at a distorted geometry.

Geometry as XYZ:
```
86
Properties=species:S:1:pos:R:3:forces:R:3:mulliken_charge:R:1
C 0.0920 4.2636 1.5245 0.34 -0.33 0.21 -1.4892
C 0.0836 4.7013 0.0904 0.71 1.45 -1.05 0.8430
H 1.0961 3.9342 1.8448 -0.50 0.07 -0.05 0.1622
H -0.6159 3.4375 1.6758 0.24 0.21 0.06 0.0645
H -0.1955 5.1108 2.1719 0.06 -0.31 -0.21 0.5779
C 0.7342 5.8326 -0.2875 -0.91 -0.86 0.51 -0.3112
C 1.7598 6.5318 0.5429 0.17 0.66 0.24 -1.5150
H 0.4583 6.3440 -1.2052 0.29 -0.43 -0.04 0.7019
H 2.6435 5.8987 0.7351 -0.33 0.13 -0.01 0.2092
H 1.3768 6.8752 1.5190 0.12 -0.14 -0.20 0.3252
H 2.1069 7.4229 -0.0069 0.00 -0.27 0.34 0.3681
Mg -1.4372 1.1071 -0.2170 -0.23 -0.85 1.02 1.3019
Cl -0.9806 -2.5307 2.0564 0.04 4.39 -0.66 -0.6644
Cl -3.2941 1.7250 0.8613 -0.36 -0.07 0.05 -0.6478
C -2.6809 -1.0098 -1.8545 1.65 0.84 1.06 0.1095
O -1.6402 -0.4335 -1.3915 -1.63 -1.03 -1.00 -1.1240
N -2.6094 -2.0515 -2.6524 0.02 0.28 -0.20 0.5952
C -1.3201 -2.5308 -3.1274 0.20 -0.07 -0.05 -0.9314
C -3.8168 -2.6409 -3.2064 -0.43 0.12 0.01 -1.1154
H -3.6749 -0.6476 -1.5842 -0.06 -0.09 0.02 0.4526
H -0.6673 -2.8066 -2.2952 -0.11 0.09 -0.02 0.1877
H -0.8136 -1.7774 -3.7390 -0.08 -0.04 0.13 0.2674
H -1.5294 -3.4091 -3.7316 0.25 -0.02 -0.01 0.4350
H -4.5761 -2.7314 -2.4235 0.12 -0.12 -0.13 0.3491
H -3.5631 -3.6257 -3.5960 -0.20 0.05 0.14 0.3211
H -4.2352 -2.0346 -4.0197 0.18 -0.11 0.07 0.3306
H 3.3022 -0.6617 3.5065 0.12 0.04 0.23 0.3564
H 3.9922 0.5219 0.1003 -0.15 -0.20 0.37 0.2508
C 2.8256 -1.2607 2.7258 -0.18 -0.07 0.21 -1.2713
C 3.9765 -0.2769 0.8500 -0.34 -0.51 -0.29 -0.9667
N 2.6624 -0.4758 1.5078 0.02 0.56 0.39 0.5094
H 1.8607 -1.6301 3.0965 0.19 0.09 -0.22 0.2904
C 1.7684 0.6224 1.7210 0.01 -0.02 -0.09 -0.5936
O 0.8040 0.9307 0.7454 2.12 0.92 0.62 -0.7969
H 4.2313 -1.2021 0.3186 -0.15 0.06 0.09 0.3355
H 1.2753 0.5743 2.6971 0.14 -0.15 -0.36 0.6979
H 3.4693 -2.1186 2.5284 -0.10 0.02 -0.11 0.3444
H 4.7837 -0.0926 1.5702 -0.26 0.20 0.08 0.3690
O -0.4805 2.5232 -0.7611 1.48 0.70 -0.14 -0.0339
C -0.7597 3.8827 -0.8766 -0.66 0.29 0.70 -0.3096
C 0.3446 4.7663 -3.0246 -0.17 0.10 -0.48 0.0250
C -0.7535 4.2290 -2.3531 0.09 -0.08 0.27 0.7339
H 1.2569 5.0271 -2.4734 -0.57 -0.16 -0.44 0.2973
C 0.2749 4.9617 -4.4101 -0.16 -0.13 0.26 -1.1006
H -1.7917 4.0295 -0.5028 -0.06 0.04 -0.27 0.6240
C -1.8846 3.8009 -3.0584 0.53 0.46 -0.26 -0.5498
H 1.1166 5.4329 -4.9232 -0.27 -0.23 0.04 0.3564
C -0.8629 4.5584 -5.1122 0.11 0.21 0.10 -0.5938
C -1.9373 3.9719 -4.4369 -0.02 -0.09 0.04 -0.7830
H -2.6939 3.3353 -2.4959 0.06 0.13 -0.19 0.4695
H -0.9175 4.7266 -6.1861 -0.01 -0.09 0.17 0.3682
H -2.8242 3.6472 -4.9803 0.22 0.09 0.01 0.3851
Si 1.7131 1.3836 -0.7186 -2.78 -0.77 -4.49 1.7294
Cl 2.9472 2.1999 1.9257 -0.49 -0.72 1.39 -0.2945
C 2.8483 2.8725 -0.8375 0.73 0.83 0.30 -1.4524
C 1.2672 1.5541 -2.6689 -0.30 0.93 -0.22 -1.3777
C 1.6614 -0.4770 -1.2373 1.43 -0.92 1.18 -1.0766
H 2.5510 3.4842 -1.6993 -0.02 -0.56 0.13 0.4115
H 3.8944 2.5667 -1.0078 -0.24 0.02 0.16 0.4728
H 2.8308 3.5543 0.0128 0.09 -0.26 -0.19 0.0584
H 2.3871 -0.7139 -2.0233 -0.16 -0.06 0.11 0.4139
H 0.6491 -0.6690 -1.6246 0.38 0.40 0.12 0.0324
H 1.8160 -1.1344 -0.3727 -0.09 -0.17 -0.49 0.3068
H 1.3875 2.5881 -3.0337 -0.27 -0.47 0.03 0.3087
H 0.2285 1.2524 -2.8779 0.28 0.06 -0.01 0.0097
H 1.9210 0.9256 -3.3081 -0.15 0.18 0.48 0.5207
C 0.8761 -4.9036 1.5848 0.36 -0.26 -0.26 -1.3746
P -0.8274 -4.5747 2.0040 -0.85 -4.84 3.26 1.7916
C -1.9932 -5.0394 0.7370 -0.02 -0.41 -0.32 -1.6475
C -1.2997 -5.1827 3.6096 1.31 0.13 -3.97 0.4969
C -0.3280 -5.2994 4.6212 0.64 -0.16 1.84 -0.6378
C -0.6922 -5.7867 5.8766 0.14 0.41 -0.95 -0.4749
C -2.0200 -6.1633 6.1299 -0.21 -0.33 0.63 -0.6227
C -2.9880 -6.0509 5.1186 0.53 0.57 -0.93 -0.4645
C -2.6318 -5.5613 3.8602 -1.63 -0.42 1.18 -0.5357
H 1.0859 -4.5194 0.5770 0.00 0.06 0.12 0.4103
H 1.0447 -5.9869 1.5932 0.09 0.39 0.01 0.3291
H 1.5652 -4.4271 2.2940 -0.05 0.12 -0.03 0.2045
H -2.0678 -6.1335 0.7048 -0.13 0.44 -0.12 0.3686
H -2.9760 -4.6050 0.9619 -0.06 0.11 -0.05 0.3166
H -1.6515 -4.6650 -0.2388 -0.06 0.00 0.11 0.3651
H 0.7071 -5.0163 4.4181 -0.24 -0.11 0.15 0.0854
H 0.0564 -5.8818 6.6623 -0.09 0.04 -0.15 0.3416
H -2.3039 -6.5348 7.1128 0.07 0.02 -0.17 0.3128
H -4.0151 -6.3449 5.3156 0.07 0.03 -0.06 0.3530
H -3.3832 -5.4890 3.0717 0.15 -0.06 0.25 0.1017
```
Forces are in eV/Å.

Values from the calculation:
frontier orbital gap (alpha / beta): 2.16 / 2.19 eV
HOMO level (alpha / beta): -0.2 / -0.3 eV
maximum force: 0.115 hartree/bohr
total energy: -3641.8660 Eh
total charge: -1